17
Properties=species:S:1:pos:R:3:mulliken_charge:R:1 method="wB97M-V/def2-TZVPD" e_above_lowest_ev=3.6593 homo_ev=-9.1 gap_ha=0.3686 fmax_ev_per_a=0.55 smiles="C=CO.C#C.C=C"
O 1.377 -1.516 1.575 -0.482
C 0.996 -1.636 -0.794 -0.733
C 0.618 2.082 -0.837 -0.304
C -2.523 0.844 0.618 -0.642
C 1.448 -1.036 0.304 0.082
C 1.727 2.408 -1.170 -0.287
C -1.904 -0.331 0.557 -0.323
H 0.986 -2.400 1.549 0.306
H 2.712 2.698 -1.464 0.383
H 1.095 -1.147 -1.756 0.270
H 0.513 -2.612 -0.765 0.235
H -1.187 -0.642 1.314 0.185
H -2.347 1.539 1.436 0.290
H -0.358 1.764 -0.528 0.221
H -2.076 -1.026 -0.261 0.235
H 1.916 -0.057 0.284 0.285
H -3.233 1.158 -0.144 0.279

---

10
Properties=species:S:1:pos:R:3:mulliken_charge:R:1 method="wB97M-V/def2-TZVPD" e_above_lowest_ev=5.2854 homo_ev="-9.9 / -9.9" gap_ha="0.3377 / 0.3377" fmax_ev_per_a=2.37
O 1.626 -0.557 0.574 -0.479
N -0.874 -0.175 0.925 -0.582
N 0.078 -0.900 -1.042 -0.422
N -0.610 1.181 0.488 -0.231
C -0.966 -0.919 -0.280 -0.055
C 0.422 1.310 -0.259 -0.211
C 0.978 -0.077 -0.405 0.683
H 0.452 -0.599 1.130 0.536
H 0.734 2.271 -0.658 0.399
H -1.815 -1.566 -0.516 0.363

---

15
Properties=species:S:1:pos:R:3:mulliken_charge:R:1 method="wB97M-V/def2-TZVPD" e_above_lowest_ev=0.2438 total_charge=+1 homo_ev=-13.4 gap_ha=0.3079 fmax_ev_per_a=3.69 smiles="C[C@@](N)(I)C(=[NH2+])O"
I -2.473 -0.119 -1.164 0.122
O 0.271 -0.324 2.017 -0.379
N -0.208 1.699 0.311 -0.593
N -0.305 -1.893 0.546 -0.301
C 0.813 0.219 -1.276 -1.032
C -0.147 -0.640 0.888 0.698
C -0.296 0.440 -0.161 0.050
H 0.715 0.947 -2.173 0.403
H -0.476 -2.111 -0.425 0.197
H 0.403 0.583 2.074 0.361
H -0.958 2.032 0.858 0.257
H 0.658 -0.846 -1.734 0.311
H 0.282 2.336 -0.331 0.225
H 1.718 0.303 -0.604 0.386
H 0.002 -2.627 1.172 0.294

---

44
Properties=species:S:1:pos:R:3:mulliken_charge:R:1 method="wB97M-V/def2-TZVPD" e_above_lowest_ev=3.2908 total_charge=-1 homo_ev="-4.1 / -4.4" gap_ha="0.1992 / 0.2126" fmax_ev_per_a=2.88 multiplicity=2
W -0.803 1.045 -0.815 0.331
Sb -2.409 3.299 -0.725 0.480
S -2.303 0.509 -2.579 -0.289
S -1.755 4.164 1.290 -0.685
S -0.293 3.100 -1.918 -0.407
F 1.302 -1.019 -1.251 -0.337
F 1.683 0.286 -3.027 -0.230
O -0.310 1.221 1.073 -0.474
O -2.694 0.573 0.125 -0.756
O 1.428 1.294 -0.795 -0.333
O -1.272 -0.958 -0.557 -0.892
O 5.928 0.539 0.440 -0.468
O -2.127 -3.283 -1.257 -0.710
C -2.560 -0.478 -0.685 1.917
C 0.123 1.299 3.337 -1.622
C -4.434 -3.718 -1.232 -0.642
C 6.307 0.549 -0.934 -0.814
C 3.018 0.955 2.482 -0.900
C -4.978 -1.053 -0.708 -0.461
C 4.316 0.789 2.107 -0.981
C 0.597 1.185 1.932 1.157
C 1.977 1.075 1.533 -0.290
C -3.382 -2.811 -1.105 0.481
C -6.026 -1.951 -0.836 -0.748
C -5.743 -3.289 -1.099 -0.294
C 4.628 0.726 0.727 0.933
C -3.660 -1.467 -0.837 -0.517
C 3.650 0.856 -0.233 -0.142
C 2.319 1.054 0.163 0.460
B 1.035 0.198 -1.848 1.044
H -4.196 -4.754 -1.436 0.426
H -1.510 -2.528 -1.127 0.462
H -0.163 2.350 3.465 0.304
H -6.550 -4.006 -1.197 0.354
H 2.782 0.987 3.536 0.248
H 5.863 -0.294 -1.465 0.343
H -0.786 0.708 3.428 0.326
H 0.847 1.006 4.090 0.461
H 3.851 0.816 -1.292 0.490
H -7.051 -1.615 -0.737 0.385
H -5.160 -0.006 -0.502 0.373
H 5.116 0.703 2.829 0.447
H 7.388 0.463 -0.946 0.236
H 6.006 1.482 -1.412 0.336

---

18
Properties=species:S:1:pos:R:3:mulliken_charge:R:1 method="wB97M-V/def2-TZVPD" e_above_lowest_ev=1.2426 total_charge=-1 homo_ev=-2.4 gap_ha=0.2254 fmax_ev_per_a=2.14 smiles=CNC[C@H](N)C[S-]
S 1.448 0.136 -2.829 -0.665
N -0.918 1.040 1.047 -0.285
N 0.601 -1.502 0.318 -0.563
C 0.114 -0.943 -2.095 -1.016
C -0.356 0.736 -0.287 -1.035
C -0.266 -0.749 -0.611 0.385
C 0.042 1.222 2.150 -0.693
H -0.450 1.468 3.089 0.348
H 1.189 -2.021 -0.321 0.269
H -1.288 -1.176 -0.514 0.077
H 0.429 2.212 1.881 0.262
H -0.969 1.252 -1.030 0.251
H 0.684 1.077 -0.358 0.440
H 1.090 -0.950 1.002 0.152
H 0.789 0.438 2.247 0.194
H -0.749 -0.663 -2.683 0.268
H 0.332 -2.018 -2.218 0.372
H -1.722 0.441 1.211 0.240

---

10
Properties=species:S:1:pos:R:3:mulliken_charge:R:1 method="wB97M-V/def2-TZVPD" e_above_lowest_ev=2.2123 total_charge=-1 homo_ev=-4.8 gap_ha=0.2988 fmax_ev_per_a=3.14
S -0.624 1.752 0.201 -0.380
O 0.729 -0.779 -0.051 -0.462
O -3.024 -0.709 0.725 -0.624
O -2.315 -0.718 -1.431 -0.621
C -0.845 0.219 0.069 0.548
C -2.243 -0.569 -0.198 0.435
C 1.849 0.023 0.184 -0.414
H 2.297 0.555 -0.751 0.179
H 2.653 -0.701 0.442 0.212
H 1.523 0.926 0.809 0.128